(1)
This record from OMol25 describes a 2-piece molecular cluster, C4H10N2 overall in a non-equilibrium geometry. The level of theory is ωB97M-V/def2-TZVPD.

Calculated values
LUMO energy = 0.044 hartree
Kohn-Sham gap = 9.22 eV
E_tot = -7288.0066 eV
SMILES string = C=CN.C=CN
M = 86.1 u
Energy relative to the best compared isomer or geometry (same formula, charge and spin) = 60.3 kcal/mol

Last column: Mulliken charge in e.
Element x y z (Å)
1 N 2.995 -4.591 -1.216  -0.45
2 N -1.601 4.051 2.672  -0.56
3 C 2.325 -5.335 -2.154  0.03
4 C -2.338 5.248 2.504  0.12
5 C 2.172 -4.956 -3.451  -0.76
6 C -3.127 5.478 1.447  -0.78
7 H -3.116 4.613 0.791  0.23
8 H 2.613 -4.685 -0.283  0.23
9 H -2.272 5.965 3.310  0.26
10 H 1.779 -6.188 -1.774  0.29
11 H -2.187 3.329 2.277  0.22
12 H 3.222 -3.635 -1.447  0.22
13 H 2.338 -3.887 -3.568  0.20
14 H -1.416 3.920 3.643  0.26
15 H 2.369 -5.679 -4.229  0.24
16 H -3.755 6.351 1.478  0.26



(2)
This record from OMol25 describes the molecule C4H10N2 in a non-equilibrium geometry. The level of theory is ωB97M-V/def2-TZVPD.

Calculated values
LUMO energy = 0.038 hartree
Kohn-Sham gap = 9.75 eV
E_tot = -7287.8669 eV
SMILES string = C[C@@]1(CN)CN1
M = 86.1 u
Energy relative to the best compared isomer or geometry (same formula, charge and spin) = 63.5 kcal/mol

Last column: Mulliken charge in e.
Element x y z (Å)
1 N -1.552 1.053 -1.047  -0.62
2 N 1.485 -0.766 0.138  -0.78
3 C -0.179 0.584 -1.036  -0.72
4 C -0.888 -0.995 0.756  -1.64
5 C 0.159 -0.177 0.132  1.44
6 C 1.276 0.261 1.098  -0.79
7 H 2.001 -0.406 -0.664  0.28
8 H 0.251 0.060 -1.936  0.30
9 H -2.028 0.508 -1.774  0.28
10 H -1.927 1.036 -0.058  0.30
11 H -0.529 -2.068 1.076  0.38
12 H 0.440 1.370 -0.776  0.35
13 H 1.312 -0.195 2.081  0.28
14 H -1.162 -0.530 1.739  0.33
15 H -1.818 -1.075 0.126  0.34
16 H 1.724 1.251 0.844  0.27



(3)
This record from OMol25 describes the molecule C4H10N2 in a non-equilibrium geometry. The level of theory is ωB97M-V/def2-TZVPD.

Calculated values
LUMO energy = 0.036 hartree
Kohn-Sham gap = 9.73 eV
E_tot = -7288.9136 eV
SMILES string = CC/C=N\CN
M = 86.1 u
Energy relative to the best compared isomer or geometry (same formula, charge and spin) = 39.3 kcal/mol

Last column: Mulliken charge in e.
Element x y z (Å)
1 N 1.672 0.313 0.229  -0.50
2 N 1.122 -1.788 1.128  -0.61
3 C 0.915 1.303 0.158  -0.02
4 C -1.719 0.244 -0.330  -1.10
5 C -0.652 1.331 -0.384  -0.42
6 C 1.257 -1.021 -0.090  -0.07
7 H -1.632 -0.433 -1.179  0.37
8 H 2.038 -1.475 -0.711  0.30
9 H -1.649 -0.335 0.590  0.24
10 H 0.285 -0.894 -0.686  0.05
11 H -2.708 0.697 -0.389  0.36
12 H -1.034 2.170 0.205  0.33
13 H 0.409 -1.391 1.733  0.23
14 H 0.888 -2.750 0.933  0.22
15 H -0.582 1.746 -1.393  0.25
16 H 1.390 2.283 0.184  0.37



(4)
This record from OMol25 describes the molecule C4H10N2 in a non-equilibrium geometry. The level of theory is ωB97M-V/def2-TZVPD.

Calculated values
LUMO energy = 0.034 hartree
Kohn-Sham gap = 9.19 eV
E_tot = -7288.9280 eV
SMILES string = C[C@H]1[C@@H](N)[C@H]1N
M = 86.1 u
Energy relative to the best compared isomer or geometry (same formula, charge and spin) = 39.0 kcal/mol

Last column: Mulliken charge in e.
Element x y z (Å)
1 N 0.699 1.782 -0.371  -0.66
2 N 1.371 -1.179 -0.479  -0.60
3 C 0.508 0.865 0.753  -0.43
4 C -0.642 -0.084 0.770  0.23
5 C -1.619 -0.244 -0.386  -1.33
6 C 0.784 -0.629 0.683  -0.25
7 H -2.099 -1.283 -0.295  0.32
8 H 1.158 -1.084 1.554  0.42
9 H -1.062 -0.322 1.749  0.34
10 H -1.202 -0.076 -1.461  0.26
11 H 1.277 -0.623 -1.335  0.22
12 H 1.101 -2.205 -0.612  0.24
13 H -0.139 1.708 -1.009  0.30
14 H 0.806 1.372 1.657  0.33
15 H -2.491 0.470 -0.303  0.33
16 H 1.550 1.532 -0.915  0.29



(5)
This record from OMol25 describes a 2-piece molecular cluster, C4H10N2 overall in a non-equilibrium geometry. The level of theory is ωB97M-V/def2-TZVPD.

Calculated values
LUMO energy = 0.037 hartree
Kohn-Sham gap = 10.51 eV
E_tot = -7289.2798 eV
SMILES string = [H]/N=C/N.C=CC
M = 86.1 u
Energy relative to the best compared isomer or geometry (same formula, charge and spin) = 30.9 kcal/mol

Last column: Mulliken charge in e.
Element x y z (Å)
1 N -0.987 0.751 -2.930  -0.58
2 N -2.696 0.168 -1.491  -0.47
3 C 1.773 -1.005 0.537  -0.66
4 C -2.229 0.684 -2.699  0.02
5 C 1.460 0.125 2.733  -0.96
6 C 2.110 -0.852 1.811  0.12
7 H -1.889 0.129 -0.881  0.25
8 H -2.986 0.864 -3.461  0.30
9 H -0.910 1.007 -3.912  0.23
10 H 0.818 0.824 2.204  0.30
11 H -3.492 0.648 -1.096  0.25
12 H 2.199 -1.767 -0.094  0.26
13 H 2.688 -1.625 2.304  0.28
14 H 0.914 -0.358 3.541  0.25
15 H 2.198 0.728 3.274  0.27
16 H 1.029 -0.321 0.160  0.14



(6)
This record from OMol25 describes the molecule C4H10N2O in a non-equilibrium geometry. The level of theory is ωB97M-V/def2-TZVPD.

Calculated values
LUMO energy = 0.034 hartree
Kohn-Sham gap = 10.52 eV
E_tot = -9337.5627 eV
SMILES string = C[C@@H](N)CNC=O
M = 102.1 u
Energy relative to the best compared isomer or geometry (same formula, charge and spin) = 32.9 kcal/mol

Last column: Mulliken charge in e.
Element x y z (Å)
1 O -0.201 -2.145 -1.730  -0.49
2 N -0.839 -1.631 0.415  -0.25
3 N -0.300 1.984 0.924  -0.76
4 C -0.065 -2.261 -0.540  0.04
5 C 0.195 0.667 0.548  0.57
6 C 1.075 0.758 -0.730  -1.26
7 C -1.057 -0.166 0.281  -0.98
8 H 2.145 0.899 -0.592  0.33
9 H 0.851 0.241 1.300  0.28
10 H 1.028 -0.086 -1.423  0.30
11 H -0.945 2.327 0.223  0.26
12 H 0.468 2.645 0.970  0.25
13 H 0.637 -2.982 -0.087  0.30
14 H 0.784 1.661 -1.269  0.31
15 H -1.756 0.083 1.084  0.37
16 H -1.473 -0.096 -0.718  0.39
17 H -0.546 -1.898 1.344  0.32



(7)
This record from OMol25 describes the molecule C4H10N2O in a non-equilibrium geometry. The level of theory is ωB97M-V/def2-TZVPD.

Calculated values
LUMO energy = 0.031 hartree
Kohn-Sham gap = 9.00 eV
E_tot = -9335.9733 eV
SMILES string = CN(C)CC(N)=O
M = 102.1 u
Energy relative to the best compared isomer or geometry (same formula, charge and spin) = 69.5 kcal/mol

Last column: Mulliken charge in e.
Element x y z (Å)
1 O 1.072 1.999 -0.070  -0.52
2 N -0.467 -0.597 0.449  0.09
3 N 1.301 0.974 -2.058  -0.41
4 C -1.523 0.219 -0.064  -0.82
5 C 1.193 0.970 -0.633  0.23
6 C 0.955 -0.546 0.010  -0.39
7 C -0.642 -1.042 1.789  -1.00
8 H 0.225 -1.582 2.174  0.36
9 H 1.856 1.783 -2.452  0.24
10 H -0.926 -0.202 2.491  0.29
11 H -1.007 0.597 -1.000  0.24
12 H -1.786 1.000 0.618  0.36
13 H -1.525 -1.716 1.857  0.30
14 H 0.730 0.282 -2.588  0.23
15 H 1.240 -1.394 -0.720  0.22
16 H -2.444 -0.193 -0.644  0.23
17 H 1.748 -0.553 0.841  0.34



(8)
This record from OMol25 describes C4H10N2O as an isolated structure in a non-equilibrium geometry. The level of theory is ωB97M-V/def2-TZVPD.

Calculated values
LUMO energy = 0.022 hartree
Kohn-Sham gap = 8.66 eV
E_tot = -9332.8386 eV
M = 102.1 u
Energy relative to the best compared isomer or geometry (same formula, charge and spin) = 141.8 kcal/mol

Last column: Mulliken charge in e.
Element x y z (Å)
1 O -1.532 0.869 1.010  -0.45
2 N -1.165 -1.503 0.270  -0.29
3 N -2.173 -1.628 -0.678  -0.55
4 C 0.671 0.115 0.179  0.25
5 C 1.011 2.035 0.134  -1.09
6 C 1.804 -0.776 -0.111  -1.18
7 C -0.571 0.165 0.417  0.29
8 H -2.354 -0.786 -1.229  0.20
9 H -1.939 1.438 0.332  0.36
10 H 0.470 2.653 0.850  0.34
11 H 1.486 -1.820 -0.054  0.36
12 H 2.607 -0.626 0.616  0.31
13 H 0.933 2.401 -0.891  0.31
14 H 2.060 2.020 0.424  0.35
15 H -1.928 -2.348 -1.354  0.23
16 H 2.200 -0.592 -1.113  0.27
17 H -1.579 -1.618 1.198  0.27



(9)
This record from OMol25 describes the molecule C4H10N2O in a non-equilibrium geometry. The level of theory is ωB97M-V/def2-TZVPD.

Calculated values
LUMO energy = 0.033 hartree
Kohn-Sham gap = 9.18 eV
E_tot = -9336.4367 eV
SMILES string = CNCCNC=O
M = 102.1 u
Energy relative to the best compared isomer or geometry (same formula, charge and spin) = 58.8 kcal/mol

Last column: Mulliken charge in e.
Element x y z (Å)
1 O 0.811 -1.982 -0.944  -0.58
2 N -0.764 0.760 0.008  -0.29
3 N 1.808 -0.157 0.046  -0.14
4 C 0.979 -0.205 1.237  -0.83
5 C 1.495 -0.927 -1.055  0.01
6 C -1.919 0.672 -1.004  -0.90
7 C -0.489 -0.317 0.966  -0.50
8 H -2.788 0.923 -0.369  0.33
9 H 1.381 0.547 1.905  0.43
10 H 2.242 0.767 -0.067  0.29
11 H -1.079 -0.047 1.845  0.36
12 H -0.704 1.803 0.318  0.24
13 H -0.663 -1.338 0.654  0.37
14 H 2.041 -0.606 -1.927  0.39
15 H 1.414 -1.134 1.722  0.27
16 H -1.948 -0.280 -1.602  0.27
17 H -1.818 1.522 -1.733  0.27



(10)
This record from OMol25 describes the molecule C4H10N2O in a non-equilibrium geometry. The level of theory is ωB97M-V/def2-TZVPD.

Calculated values
LUMO energy = 0.032 hartree
Kohn-Sham gap = 8.74 eV
E_tot = -9335.5819 eV
SMILES string = C=C(O)N(C)NC
M = 102.1 u
Energy relative to the best compared isomer or geometry (same formula, charge and spin) = 78.5 kcal/mol

Last column: Mulliken charge in e.
Element x y z (Å)
1 O -0.864 1.981 -0.616  -0.48
2 N 0.720 0.422 -0.075  0.07
3 N 0.780 -1.015 0.452  -0.49
4 C 1.205 0.584 -1.427  -0.92
5 C -0.399 1.098 0.320  0.83
6 C -1.028 0.905 1.495  -1.17
7 C -0.130 -2.074 0.065  -0.78
8 H -0.630 0.293 2.281  0.22
9 H 0.905 -0.920 1.455  0.27
10 H 0.486 0.248 -2.181  0.33
11 H 2.122 0.006 -1.515  0.29
12 H 1.407 1.640 -1.607  0.36
13 H -1.908 1.470 1.749  0.23
14 H 0.079 -2.332 -0.976  0.26
15 H -1.188 -1.804 0.153  0.31
16 H 0.064 -2.959 0.672  0.35
17 H -1.617 2.456 -0.247  0.32



(11)
This record from OMol25 describes the molecule C4H10N2O in a non-equilibrium geometry. The level of theory is ωB97M-V/def2-TZVPD.

Calculated values
LUMO energy = 0.036 hartree
Kohn-Sham gap = 10.02 eV
E_tot = -9335.9884 eV
SMILES string = NCCNCC=O
M = 102.1 u
Energy relative to the best compared isomer or geometry (same formula, charge and spin) = 69.2 kcal/mol

Last column: Mulliken charge in e.
Element x y z (Å)
1 O 2.482 -1.510 2.991  -0.44
2 N 0.144 -0.020 0.597  -0.35
3 N -2.149 0.858 -1.425  -0.57
4 C 1.916 -0.782 2.258  -0.02
5 C 0.903 -1.170 1.200  -0.33
6 C 0.046 -0.073 -0.899  -0.52
7 C -0.660 1.177 -1.455  -0.45
8 H -2.703 1.081 -0.577  0.18
9 H 1.124 -0.163 -1.222  0.39
10 H 1.575 -1.597 0.368  0.25
11 H -0.338 1.402 -2.536  0.34
12 H -2.786 1.252 -2.157  0.20
13 H 0.101 -1.804 1.569  0.30
14 H -0.478 -1.093 -1.206  0.25
15 H -0.441 1.967 -0.716  0.28
16 H 2.103 0.377 2.287  0.28
17 H -0.840 0.097 0.925  0.22



(12)
This record from OMol25 describes the molecule C4H10N2O in a non-equilibrium geometry. The level of theory is ωB97M-V/def2-TZVPD.

Calculated values
LUMO energy = 0.031 hartree
Kohn-Sham gap = 10.30 eV
E_tot = -9337.9076 eV
SMILES string = CC(C)NC(N)=O
M = 102.1 u
Energy relative to the best compared isomer or geometry (same formula, charge and spin) = 24.9 kcal/mol

Last column: Mulliken charge in e.
Element x y z (Å)
1 O 0.139 1.147 -1.660  -0.58
2 N 0.523 -0.892 -2.661  -0.54
3 N 0.490 -0.687 -0.322  -0.31
4 C -1.365 -0.459 1.420  -1.11
5 C 0.256 1.445 1.056  -1.44
6 C 0.342 -0.036 -1.566  0.48
7 C 0.112 -0.082 0.954  0.28
8 H -1.916 0.457 1.507  0.37
9 H 0.699 -0.206 -3.390  0.30
10 H 1.178 1.710 0.516  0.38
11 H -1.218 -1.186 2.226  0.31
12 H -0.487 1.983 0.466  0.41
13 H 0.570 1.636 2.123  0.34
14 H 0.784 -0.503 1.738  0.32
15 H -1.704 -1.016 0.550  0.25
16 H 1.224 -1.610 -2.578  0.24
17 H 0.373 -1.700 -0.380  0.30



M of number 11 (C4H10N2O)? 102.1 u



Which value of Kohn-Sham gap does entry 11 give? 10.02 eV